--- one ---
Formula: C12H36NO9
Source: the OMol25 dataset
Level of theory: ωB97M-V/def2-TZVPD

XYZ file:
```
58
Properties=species:S:1:pos:R:3:nbo_charge:R:1
N 43.376 10.022 28.366 0.72
O 42.974 9.548 29.476 -0.55
O 44.113 9.357 27.586 -0.54
O 43.092 11.210 28.107 -0.56
C 48.112 12.074 28.703 -0.60
C 46.649 11.693 28.315 -0.07
O 45.942 12.883 28.055 -0.76
H 48.539 11.192 28.916 0.19
H 48.261 12.714 29.621 0.21
H 48.805 12.834 27.894 0.19
H 46.122 11.112 29.057 0.17
H 46.493 11.194 27.371 0.18
H 45.035 12.789 27.916 0.48
C 41.906 9.120 34.039 -0.61
C 41.661 8.631 32.583 -0.04
O 42.903 8.868 32.073 -0.76
H 40.861 9.135 34.260 0.18
H 42.337 10.282 34.187 0.21
H 42.419 8.327 34.635 0.20
H 40.941 9.445 32.224 0.14
H 41.397 7.702 32.380 0.16
H 43.038 9.062 31.211 0.50
C 38.799 9.157 29.523 -0.63
C 39.814 10.412 29.408 -0.05
O 39.125 11.563 29.505 -0.76
H 39.494 8.159 29.562 0.21
H 38.153 9.200 28.683 0.20
H 38.132 9.194 30.588 0.19
H 40.497 10.303 28.461 0.17
H 40.356 10.598 30.400 0.16
H 39.725 12.309 29.538 0.49
C 43.113 14.394 31.184 -0.62
C 41.888 13.462 31.066 -0.06
O 41.469 13.414 29.724 -0.77
H 43.053 15.389 30.992 0.20
H 43.960 13.969 30.603 0.21
H 43.419 14.251 32.140 0.19
H 40.987 13.775 31.537 0.17
H 42.252 12.558 31.432 0.17
H 41.933 12.708 29.189 0.51
C 46.252 5.433 29.931 -0.67
C 45.510 6.810 29.549 -0.02
O 45.186 6.925 28.211 -0.79
H 46.992 5.385 29.133 0.22
H 45.758 4.564 29.432 0.21
H 46.342 5.379 30.984 0.22
H 46.141 7.764 29.861 0.13
H 44.673 6.775 30.156 0.15
H 44.766 7.724 27.855 0.52
C 43.883 11.716 23.319 -0.63
C 44.017 11.399 24.827 -0.03
O 43.007 10.609 25.254 -0.75
H 44.871 12.311 23.116 0.19
H 43.038 12.113 22.788 0.21
H 43.879 10.748 22.769 0.20
H 44.117 12.314 25.417 0.14
H 44.876 10.933 25.031 0.15
H 43.019 10.422 26.208 0.50
```

The value obtained for the HOMO energy is -6.74 eV. Its gap between HOMO and LUMO is 9.75 eV. The spin multiplicity is 1. As for the charge: -1.

=====

--- two ---
Formula: C12H36NO9
Source: the OMol25 dataset
Level of theory: ωB97M-V/def2-TZVPD

XYZ file:
```
58
Properties=species:S:1:pos:R:3:nbo_charge:R:1
N 0.454 -0.428 0.457 0.74
O 0.577 -1.483 1.104 -0.55
O 0.992 0.583 0.824 -0.51
O -0.522 -0.295 -0.298 -0.58
C -5.126 0.352 0.848 -0.64
C -3.757 0.390 0.390 -0.09
O -3.414 -0.539 -0.637 -0.70
H -5.127 0.763 1.892 0.22
H -5.415 -0.645 1.310 0.23
H -5.785 0.889 0.127 0.21
H -3.179 -0.081 1.211 0.17
H -3.363 1.376 0.119 0.17
H -2.624 -0.551 -0.704 0.45
C -0.140 3.918 -2.959 -0.65
C -0.020 2.692 -2.088 -0.04
O 0.698 3.050 -0.930 -0.76
H -0.782 4.505 -2.374 0.21
H -0.671 3.503 -3.815 0.21
H 0.800 4.509 -3.040 0.22
H 0.325 1.706 -2.597 0.16
H -1.087 2.199 -1.597 0.15
H 0.927 2.412 -0.353 0.49
C -3.340 -3.873 2.007 -0.61
C -2.199 -2.991 1.465 -0.06
O -1.032 -3.600 1.744 -0.74
H -3.220 -4.062 3.042 0.20
H -3.253 -4.811 1.493 0.20
H -4.412 -3.382 1.544 0.18
H -2.158 -1.996 1.735 0.14
H -2.278 -2.852 0.375 0.15
H -0.523 -2.843 1.366 0.50
C 0.830 3.497 3.429 -0.62
C 2.317 3.331 2.986 -0.04
O 2.505 1.980 3.099 -0.71
H 0.735 3.423 4.453 0.19
H 0.056 3.032 3.075 0.21
H 0.527 4.306 3.191 0.18
H 2.904 3.758 3.574 0.15
H 2.537 3.679 2.063 0.15
H 2.210 1.752 2.184 0.48
C 5.169 -1.849 0.128 -0.61
C 3.792 -1.354 0.587 -0.03
O 3.261 -2.164 1.531 -0.72
H 5.465 -1.165 -0.679 0.19
H 5.065 -2.775 -0.213 0.20
H 5.919 -1.772 0.935 0.19
H 3.122 -1.421 -0.414 0.12
H 3.878 -0.381 0.910 0.15
H 2.406 -1.872 1.534 0.49
C 1.074 -1.824 -4.644 -0.62
C 0.576 -1.003 -3.429 -0.05
O -0.079 -1.835 -2.504 -0.75
H 1.870 -2.383 -4.399 0.20
H 1.477 -1.181 -5.464 0.19
H 0.149 -2.282 -5.178 0.21
H -0.126 -0.222 -3.740 0.14
H 1.399 -0.401 -2.922 0.15
H -0.365 -1.308 -1.751 0.50
```

The value obtained for the HOMO energy is -6.44 eV. Its gap between HOMO and LUMO is 9.42 eV. The spin multiplicity is 1. As for the charge: -1.

=====

Name the least stable of them. two.

=====

--- one ---
Formula: C18H55N3O11
Source: the OMol25 dataset
Level of theory: ωB97M-V/def2-TZVPD

XYZ file:
```
87
Properties=species:S:1:pos:R:3:mulliken_charge:R:1
C -5.359 -0.611 0.225 -0.76
O -4.801 0.557 0.905 -0.26
C -5.078 0.480 2.305 -0.52
C -4.553 1.734 3.012 -0.71
N -3.086 1.761 2.911 0.50
C -2.381 2.788 3.608 -0.94
C -2.354 4.180 2.865 -0.64
O -1.508 4.037 1.741 -0.13
C -1.422 5.283 1.039 -0.76
H -5.484 -0.421 -0.854 0.23
H -6.316 -0.899 0.669 0.40
H -4.607 -1.414 0.309 0.23
H -4.621 -0.417 2.684 0.27
H -6.175 0.471 2.491 0.40
H -4.760 1.630 4.137 0.34
H -5.139 2.634 2.619 0.26
H -2.769 1.492 1.960 -0.07
H -1.307 2.510 3.631 0.24
H -2.817 2.819 4.634 0.43
H -2.003 4.952 3.544 0.47
H -3.384 4.576 2.582 0.37
H -2.433 5.579 0.704 0.33
H -0.824 5.087 0.177 0.14
H -1.064 6.034 1.726 0.33
C 5.784 1.226 0.028 -0.82
O 5.019 0.150 0.415 -0.28
C 4.184 0.445 1.524 -0.78
C 3.020 -0.557 1.491 -0.80
N 2.071 -0.211 0.389 0.73
C 1.158 0.804 0.765 -0.51
C 0.548 1.416 -0.516 -0.17
O 1.551 2.166 -1.139 -0.45
C 1.145 2.732 -2.321 -0.73
H 6.524 1.509 0.781 0.36
H 5.215 2.138 -0.268 0.30
H 6.364 0.948 -0.898 0.23
H 3.814 1.434 1.503 0.37
H 4.717 0.410 2.495 0.53
H 2.524 -0.711 2.400 0.61
H 3.620 -1.474 1.213 0.24
H 2.570 0.072 -0.447 -0.02
H 1.643 1.633 1.258 0.28
H 0.332 0.396 1.408 0.00
H -0.308 2.073 -0.275 0.53
H 0.194 0.593 -1.213 -0.17
H 1.819 3.603 -2.601 0.28
H 0.185 3.266 -2.086 0.27
H 0.973 2.082 -3.206 0.24
C -2.628 -3.225 -3.196 -0.75
O -1.344 -2.966 -3.583 -0.43
C -0.672 -1.941 -2.812 0.11
C 0.837 -2.029 -2.995 0.05
N 1.244 -3.395 -2.624 -0.42
C 2.664 -3.497 -2.281 -0.22
C 3.696 -3.335 -3.353 -0.75
O 3.738 -2.026 -3.875 -0.36
C 4.641 -1.058 -3.471 -0.70
H -3.156 -3.806 -3.973 0.27
H -3.150 -2.307 -2.910 0.32
H -2.736 -3.931 -2.300 0.24
H -0.822 -2.099 -1.705 -0.28
H -1.113 -0.948 -3.059 0.51
H 1.301 -1.290 -2.311 -0.22
H 1.258 -1.720 -4.016 0.43
H 1.057 -4.143 -3.337 0.32
H 2.862 -4.470 -1.812 0.49
H 2.847 -2.734 -1.525 -0.19
H 3.472 -4.005 -4.171 0.31
H 4.696 -3.501 -3.024 0.49
H 5.654 -1.255 -3.855 0.36
H 4.809 -0.985 -2.342 0.20
H 4.280 -0.116 -3.824 0.31
O 0.744 -2.731 0.352 -0.95
H 1.375 -1.946 0.394 0.58
H 0.804 -3.058 -0.606 0.05
O 0.690 -2.491 3.631 -0.68
H 0.047 -1.800 3.572 0.34
H 0.873 -2.810 2.727 0.34
O -1.886 -0.972 3.618 -0.77
H -2.519 -1.646 3.945 0.27
H -2.261 -0.083 3.799 0.24
O -1.678 -1.298 0.755 -0.29
H -1.746 -1.246 1.689 0.19
H -0.914 -1.880 0.541 0.24
O -2.316 0.680 -1.181 -0.57
H -2.960 1.115 -0.652 0.28
H -2.113 -0.035 -0.554 0.27
```

The value obtained for the HOMO energy is -8.81 eV. Its structure (SMILES) is COCCNCCOC.COCCNCCOC.COCCNCCOC.O.O.O.O.O. Its gap between HOMO and LUMO is 9.38 eV. The spin multiplicity is 1.

=====

--- two ---
Formula: C18H55N3O11
Source: the OMol25 dataset
Level of theory: ωB97M-V/def2-TZVPD

XYZ file:
```
87
Properties=species:S:1:pos:R:3:mulliken_charge:R:1
C 6.542 3.231 -6.464 -1.09
O 7.863 3.585 -5.896 0.04
C 8.676 4.332 -6.789 -0.36
C 10.046 4.664 -6.088 -1.00
N 10.389 3.773 -5.029 -0.36
C 10.705 2.326 -5.327 -0.08
C 11.756 2.157 -6.513 -0.95
O 11.048 2.257 -7.784 -0.32
C 10.069 1.182 -8.060 -0.68
H 6.639 2.671 -7.394 0.43
H 5.975 4.092 -6.814 0.26
H 5.864 2.777 -5.741 0.33
H 8.103 5.216 -7.068 0.06
H 8.847 3.703 -7.663 0.46
H 9.991 5.691 -5.727 0.39
H 10.798 4.628 -6.876 0.65
H 9.492 3.743 -4.566 -0.13
H 9.762 1.782 -5.392 0.21
H 11.164 1.980 -4.401 0.41
H 12.253 1.187 -6.540 0.43
H 12.585 2.838 -6.326 0.37
H 10.374 0.163 -7.822 0.35
H 9.754 1.449 -9.069 0.29
H 9.169 1.296 -7.456 0.15
C 8.533 7.816 -4.634 -0.89
O 8.445 6.604 -4.108 -0.30
C 7.095 6.039 -3.997 -0.43
C 7.130 4.767 -3.022 -0.69
N 7.085 5.155 -1.651 -0.34
C 6.304 4.129 -0.874 -0.68
C 7.061 2.802 -0.409 -0.51
O 7.992 2.265 -1.432 -0.32
C 7.488 1.091 -2.122 -0.60
H 9.453 8.252 -5.022 0.28
H 8.276 8.537 -3.858 0.38
H 7.961 7.848 -5.561 0.35
H 6.741 5.674 -4.961 -0.10
H 6.642 6.933 -3.568 0.73
H 8.096 4.263 -3.065 0.40
H 6.476 4.021 -3.473 0.30
H 8.059 5.016 -1.422 0.39
H 5.319 3.859 -1.255 0.33
H 6.040 4.625 0.060 0.43
H 6.444 1.978 -0.050 0.42
H 7.769 3.144 0.346 0.27
H 6.997 0.407 -1.430 0.37
H 8.377 0.534 -2.419 0.22
H 6.942 1.312 -3.039 0.16
C 1.912 3.293 -16.753 -0.65
O 2.718 4.453 -16.757 -0.34
C 2.874 5.101 -15.460 -0.65
C 3.962 4.573 -14.520 -0.46
N 4.332 5.177 -13.290 -0.37
C 5.203 6.416 -13.465 -0.50
C 5.678 7.075 -12.177 -0.44
O 6.814 7.978 -12.493 -0.34
C 7.323 8.556 -11.287 -0.41
H 2.136 2.570 -15.968 0.27
H 1.946 2.748 -17.696 0.26
H 0.875 3.594 -16.601 0.28
H 1.987 5.516 -14.981 0.37
H 3.295 6.055 -15.776 0.28
H 4.824 4.227 -15.090 0.33
H 3.490 3.649 -14.183 0.37
H 4.810 4.489 -12.727 0.25
H 4.725 7.271 -13.943 0.22
H 6.085 5.999 -13.953 0.32
H 5.841 6.304 -11.424 0.24
H 4.872 7.623 -11.690 0.32
H 8.105 9.252 -11.591 0.22
H 7.784 7.893 -10.554 0.16
H 6.560 9.049 -10.685 0.30
O 9.217 10.300 -8.769 -0.68
H 9.770 10.051 -9.510 0.39
H 8.903 9.469 -8.413 0.25
O 10.756 9.286 -10.643 -0.63
H 10.692 9.319 -11.597 0.28
H 10.840 8.354 -10.440 0.31
O 12.251 9.805 -7.040 -0.65
H 11.530 9.181 -7.122 0.32
H 12.365 10.157 -7.923 0.32
O 9.452 7.505 -7.932 -0.31
H 8.510 7.590 -8.079 0.27
H 9.575 6.587 -7.691 0.08
O 6.744 7.496 -8.060 -0.54
H 6.119 6.775 -7.979 0.21
H 6.262 8.266 -7.757 0.26
```

The value obtained for the HOMO energy is -8.70 eV. Its structure (SMILES) is COCCNCCOC.COCCNCCOC.COCCNCCOC.O.O.O.O.O. Its gap between HOMO and LUMO is 8.52 eV. The spin multiplicity is 1.

=====

Name the least stable of them. two.

=====

--- one ---
Formula: C5H25NO7
Source: the OMol25 dataset
Level of theory: ωB97M-V/def2-TZVPD

XYZ file:
```
38
Properties=species:S:1:pos:R:3:nbo_charge:R:1
C 1.690 1.617 0.116 -0.62
C 1.121 0.226 -0.392 -0.19
N 0.505 0.357 -1.740 -0.50
C 1.439 0.948 -2.848 -0.41
C -0.245 -0.825 -2.012 -0.26
C -1.759 -0.228 -2.040 -0.06
O -2.420 -0.388 -0.756 -0.76
H 0.938 2.450 0.115 0.19
H 2.509 2.081 -0.366 0.21
H 1.921 1.446 1.099 0.21
H 0.436 -0.165 0.259 0.19
H 2.095 -0.413 -0.091 0.17
H 2.424 1.025 -2.588 0.20
H 1.303 0.505 -3.861 0.21
H 1.126 2.081 -2.847 0.20
H -0.146 -1.403 -3.040 0.20
H -0.190 -1.735 -1.328 0.21
H -2.406 -0.734 -2.757 0.15
H -1.783 0.880 -2.291 0.19
H -2.159 -1.195 -0.294 0.47
O -1.583 2.743 -1.184 -1.00
H -0.836 2.188 -1.163 0.51
H -2.231 2.851 -1.806 0.50
O -1.943 0.382 3.419 -0.95
H -2.469 1.209 3.399 0.49
H -1.831 0.155 2.484 0.46
O -2.556 2.134 1.256 -0.98
H -1.905 2.593 0.709 0.50
H -2.673 1.250 0.998 0.47
O 2.342 -0.931 3.288 -0.97
H 2.015 -0.641 4.163 0.49
H 3.217 -0.540 3.181 0.49
O 0.381 -2.878 2.702 -0.97
H 1.196 -2.303 2.661 0.50
H -0.296 -2.295 2.509 0.46
O 1.250 -4.095 0.075 -0.94
H 0.415 -4.404 -0.055 0.45
H 1.108 -3.949 1.028 0.48
```

The value obtained for the HOMO energy is -8.84 eV. Its structure (SMILES) is CCN(C)CCO.O.O.O.O.O.O. Its gap between HOMO and LUMO is 9.11 eV. The spin multiplicity is 1.

=====

--- two ---
Formula: C5H25NO7
Source: the OMol25 dataset
Level of theory: ωB97M-V/def2-TZVPD

XYZ file:
```
38
Properties=species:S:1:pos:R:3:nbo_charge:R:1
C -2.139 -1.928 -1.307 -0.38
C -2.847 -0.812 -1.224 -0.20
C -2.179 0.446 -0.759 -0.44
C -2.414 0.799 0.725 -0.40
C -1.799 -0.250 1.642 -0.23
N -0.418 0.079 1.996 -0.88
H -2.539 -2.883 -1.631 0.19
H -1.106 -1.972 -0.976 0.21
H -3.874 -0.699 -1.551 0.20
H -2.525 1.303 -1.355 0.21
H -1.094 0.551 -0.897 0.19
H -2.029 1.789 0.972 0.20
H -3.500 0.889 0.854 0.20
H -2.333 -0.296 2.609 0.17
H -1.850 -1.270 1.277 0.22
H 0.019 0.859 1.529 0.35
H 0.194 -0.710 1.889 0.38
O 0.915 -1.798 -1.201 -1.01
H 1.771 -1.580 -0.741 0.50
H 0.481 -0.942 -1.281 0.48
O 0.045 -3.335 1.029 -0.97
H 0.619 -3.085 0.294 0.50
H -0.076 -4.286 1.061 0.47
O 1.126 3.852 0.444 -1.00
H 1.748 4.530 0.203 0.49
H 0.413 4.084 1.046 0.52
O 2.264 -0.967 -3.558 -0.95
H 2.148 -1.769 -3.027 0.49
H 1.774 -0.304 -3.067 0.46
O 0.178 3.152 2.862 -0.96
H 0.594 2.307 3.094 0.49
H -0.659 3.024 3.319 0.48
O 3.088 -1.029 0.031 -0.98
H 2.958 -0.092 -0.232 0.52
H 3.979 -1.369 -0.049 0.49
O 1.761 1.330 -0.793 -1.01
H 2.058 1.683 -1.647 0.49
H 1.437 2.035 -0.211 0.52
```

The value obtained for the HOMO energy is -8.76 eV. Its structure (SMILES) is C=CCCCN.O.O.O.O.O.O.O. Its gap between HOMO and LUMO is 8.99 eV. The spin multiplicity is 1.

=====

Name the least stable of them. one.

=====

--- one ---
Formula: CH3FOS
Source: the OMol25 dataset
Level of theory: ωB97M-V/def2-TZVPD

XYZ file:
```
7
Properties=species:S:1:pos:R:3:nbo_charge:R:1
C -0.617 -0.267 0.183 -0.88
O 1.296 -0.542 -1.438 -0.74
F 1.459 1.617 1.153 -0.68
S 0.470 0.551 -1.020 1.47
H 0.065 -0.844 0.891 0.30
H -1.313 -0.906 -0.538 0.25
H -1.360 0.391 0.770 0.28
```

The value obtained for the HOMO energy (spin up / spin down) is -10.57 / -10.59 eV. Its gap between HOMO and LUMO (spin up / spin down) is 7.61 / 7.64 eV. The spin multiplicity is 1.

=====

--- two ---
Formula: CH3FOS
Source: the OMol25 dataset
Level of theory: ωB97M-V/def2-TZVPD

XYZ file:
```
7
Properties=species:S:1:pos:R:3:nbo_charge:R:1
C 1.671 -0.030 -0.395 0.57
O 1.790 0.926 0.358 -0.66
F 2.372 -1.179 -0.085 -0.37
S -1.407 -0.817 0.361 -0.32
H -1.083 -2.121 0.061 0.15
H 2.339 0.986 1.288 0.50
H -0.302 -0.221 -0.095 0.12
```

The value obtained for the HOMO energy is -9.50 eV. Its gap between HOMO and LUMO is 9.66 eV. The spin multiplicity is 1.

=====

Name the least stable of them. one.